Formula: CCl2O3S
Source: OMol25
Level of theory: ωB97M-V/def2-TZVPD

Properties
SMILES = O=C(Cl)S(=O)(=O)Cl
net charge = 0
Kohn-Sham gap = 10.30 eV

```
7
Properties=species:S:1:pos:R:3:mulliken_charge:R:1
O -0.89971 -1.46825 1.02257 -0.339
C -0.94180 -0.67807 0.13305 0.588
Cl -1.94818 -0.21771 -1.18123 -0.041
S 0.54510 0.63599 0.11406 0.848
O 1.16679 0.75341 1.37936 -0.459
O 0.34510 1.80146 -0.65342 -0.437
Cl 1.73269 -0.82682 -0.81439 -0.161
```



Formula: CCl2O4P2
Source: OMol25
Level of theory: ωB97M-V/def2-TZVPD

Properties
SMILES = O=C(Cl)Cl.O=POP=O
net charge = 0
Kohn-Sham gap = 9.63 eV

```
9
Properties=species:S:1:pos:R:3:mulliken_charge:R:1
O 1.13587 -0.74203 0.33846 -0.387
C 1.34838 0.26437 0.92916 0.601
Cl 2.69134 1.17908 0.59712 -0.076
Cl 0.33016 1.03586 2.12780 -0.120
O -0.53959 1.47101 -0.87218 -0.415
P -1.66791 1.02257 -0.07454 0.376
O -1.82830 -0.56472 -0.19684 -0.203
P -0.94029 -1.97710 -0.74440 0.591
O -0.52967 -1.68904 -2.10459 -0.368
```



Formula: CCl2S
Source: OMol25
Level of theory: ωB97M-V/def2-TZVPD

Properties
net charge = 0
Kohn-Sham gap (spin up / spin down) = 6.38 / 6.32 eV

```
4
Properties=species:S:1:pos:R:3:mulliken_charge:R:1
C -1.06566 0.53080 -0.85616 0.003
S 1.41837 -1.40907 2.37156 -0.015
Cl -0.39356 0.47880 0.57568 0.042
Cl 0.04085 0.39947 -2.09109 -0.031
```



Formula: CCl2S2
Source: OMol25
Level of theory: ωB97M-V/def2-TZVPD

Properties
net charge = 0
Kohn-Sham gap (spin up / spin down) = 7.12 / 6.22 eV

```
5
Properties=species:S:1:pos:R:3:mulliken_charge:R:1
C 0.89676 0.13469 0.09235 0.300
S 2.16891 -0.87525 0.09486 -0.122
S -2.89833 -0.11939 0.26044 -0.191
Cl 0.92894 1.65980 -0.34784 -0.022
Cl -1.09627 -0.79985 -0.09980 0.035
```



Formula: CCl3NO
Source: OMol25
Level of theory: ωB97M-V/def2-TZVPD

Properties
net charge = 0
Kohn-Sham gap (spin up / spin down) = 7.27 / 9.06 eV

```
6
Properties=species:S:1:pos:R:3:mulliken_charge:R:1
C -0.73039 0.30106 0.97165 0.466
N 0.74467 0.11843 -1.11328 -0.136
O -0.42442 -0.27978 1.93840 -0.303
Cl -1.94264 1.29547 0.49646 -0.050
Cl 2.25841 -0.18040 -0.43534 0.014
Cl 0.09437 -1.25477 -1.85789 0.009
```



Formula: CCl4O2S
Source: OMol25
Level of theory: ωB97M-V/def2-TZVPD

Properties
net charge = 0
Kohn-Sham gap = 10.57 eV

```
8
Properties=species:S:1:pos:R:3:mulliken_charge:R:1
C 0.03683 0.21173 1.09897 0.276
O 0.02419 -1.55876 -1.12561 -0.458
O 0.87221 0.73086 -1.56501 -0.457
S -0.02611 -0.15138 -0.88681 0.936
Cl 1.56050 -0.45127 1.80564 -0.084
Cl -0.06453 1.92346 1.09684 -0.049
Cl -1.45526 -0.38026 1.62776 -0.053
Cl -1.91063 0.52100 -1.25738 -0.110
```



Formula: CCl4OS
Source: OMol25
Level of theory: ωB97M-V/def2-TZVPD

Properties
net charge = 0
Kohn-Sham gap = 7.71 eV

```
7
Properties=species:S:1:pos:R:3:mulliken_charge:R:1
C 1.04683 0.62864 -1.04778 0.026
O -1.36021 -0.22617 2.70295 -0.325
S -0.84270 0.25387 1.47749 0.673
Cl 2.71129 0.32335 -0.87232 -0.042
Cl 0.59449 0.21340 -2.62601 -0.023
Cl -2.34480 0.37827 0.03450 -0.064
Cl 0.19509 -1.57137 0.33118 -0.245
```



Formula: CClI3
Source: OMol25
Level of theory: ωB97M-V/def2-TZVPD

Properties
net charge = 0
Kohn-Sham gap = 7.18 eV

```
5
Properties=species:S:1:pos:R:3:mulliken_charge:R:1
C -0.15240 -0.27544 0.13821 -0.101
Cl -0.64810 -1.43449 1.24433 -0.021
I 0.47027 2.69505 -3.25220 0.004
I 1.24639 1.12890 0.72639 0.125
I 2.96155 3.47069 -2.74278 -0.007
```



Formula: CClNS
Source: OMol25
Level of theory: ωB97M-V/def2-TZVPD

Properties
net charge = 0
Kohn-Sham gap (spin up / spin down) = 6.71 / 6.87 eV

```
4
Properties=species:S:1:pos:R:3:mulliken_charge:R:1
C 0.92793 0.46606 0.07487 0.319
N 0.04650 1.19859 -0.02153 -0.285
S 1.83774 -0.90811 -0.03296 -0.029
Cl -2.81217 -0.75654 -0.02038 -0.005
```



Formula: CClNS3
Source: OMol25
Level of theory: ωB97M-V/def2-TZVPD

Properties
SMILES = ClC1=NSSS1
net charge = 0
Kohn-Sham gap = 7.88 eV

```
6
Properties=species:S:1:pos:R:3:mulliken_charge:R:1
Cl -2.33224 -0.25061 0.02999 -0.115
C -0.67478 -0.19967 0.09196 0.531
N -0.08963 0.90226 0.05488 -0.290
S 1.48211 1.07279 -0.09885 0.060
S 2.20573 -0.88184 0.14279 -0.078
S 0.36326 -1.76101 -0.14449 -0.108
```



Formula: CClO2
Source: OMol25
Level of theory: ωB97M-V/def2-TZVPD

Properties
SMILES = O=C([O-])Cl
net charge = -1
Kohn-Sham gap = 7.41 eV

```
4
Properties=species:S:1:pos:R:3:mulliken_charge:R:1
O 0.47183 1.28841 -0.61234 -0.760
C -0.11723 -0.09751 0.08096 0.430
O 0.45101 -1.14229 0.09395 -0.458
Cl -1.66048 0.08838 0.85888 -0.213
```



Formula: CClO4S
Source: OMol25
Level of theory: ωB97M-V/def2-TZVPD

Properties
net charge = -1
Kohn-Sham gap = 8.95 eV

```
7
Properties=species:S:1:pos:R:3:mulliken_charge:R:1
C 1.09511 0.48134 -0.20812 0.295
O -1.03474 -0.44555 1.45317 -0.503
O 1.64345 1.27557 -0.90312 -0.411
O -0.94446 -1.37118 -0.79468 -0.538
O -1.97105 0.88222 -0.34231 -0.544
S -1.07474 -0.19983 0.06614 0.994
Cl 2.28643 -0.62257 0.72891 -0.293
```



Formula: CF2O3P
Source: OMol25
Level of theory: ωB97M-V/def2-TZVPD

Properties
SMILES = O=C([O-])OP(F)F
net charge = -1
Kohn-Sham gap = 10.23 eV

```
7
Properties=species:S:1:pos:R:3:mulliken_charge:R:1
O 1.36852 -0.27095 1.13205 -0.576
C 1.20294 -0.12552 -0.05575 0.615
O 1.82794 -0.11828 -1.05236 -0.525
O -0.34624 0.31706 -0.47120 -0.185
P -1.63625 -0.47059 -0.26347 0.361
F -2.70470 0.68328 -0.99167 -0.357
F -2.11365 -0.05209 1.32575 -0.333
```



Formula: CF3HgLiO4P
Source: OMol25
Level of theory: ωB97M-V/def2-TZVPD

Properties
multiplicity = 2
⟨S²⟩ = 0.75
net charge = 0
Kohn-Sham gap (spin up / spin down) = 9.68 / 6.02 eV

```
11
Properties=species:S:1:pos:R:3:mulliken_spin:R:1
P -0.54397 -0.88524 1.14524 0.000
F -0.08304 -2.36067 1.51259 0.001
F -0.56076 -0.36177 2.62459 0.000
F -1.11629 1.54659 0.85450 0.001
O -1.78048 -0.96756 0.33434 0.000
Hg 1.67077 1.44593 -3.16904 0.856
Li -1.71402 0.81427 -0.67628 0.000
O 0.84360 -0.38326 0.52386 0.015
O 2.19334 0.55410 -0.96005 0.070
O 0.05441 0.38189 -1.47397 0.010
C 1.03645 0.21572 -0.71578 0.047
```



Formula: CF3IOS
Source: OMol25
Level of theory: ωB97M-V/def2-TZVPD

Properties
net charge = 0
Kohn-Sham gap (spin up / spin down) = 8.64 / 8.63 eV

```
7
Properties=species:S:1:pos:R:3:mulliken_charge:R:1
C -0.30065 0.19372 0.71903 0.695
O -0.74726 0.23822 -2.26558 -0.473
F 0.01252 1.49305 0.56767 -0.153
F 0.31571 -0.32966 1.87521 -0.205
F -1.59869 0.12060 0.95733 -0.184
S 0.02736 -0.93329 -0.76528 0.055
I 2.29101 -0.78264 -1.08836 0.264
```



Formula: CF3IOS
Source: OMol25
Level of theory: ωB97M-V/def2-TZVPD

Properties
multiplicity = 3
⟨S²⟩ = 2.01
net charge = 0
Kohn-Sham gap (spin up / spin down) = 7.37 / 6.98 eV

```
7
Properties=species:S:1:pos:R:3:mulliken_spin:R:1
C -0.50826 -0.46195 -0.95854 -0.003
O 1.57333 0.47372 2.96125 0.739
F -1.26642 -0.12287 -1.99175 0.006
F -1.24586 -0.62802 0.13358 0.002
F 0.04744 -1.58842 -1.28576 0.005
S 0.82945 0.89073 -0.66381 0.520
I 0.57033 1.43681 1.80504 0.731
```



Formula: CF3KO3S
Source: OMol25
Level of theory: ωB97M-V/def2-TZVPD

Properties
net charge = 0
Kohn-Sham gap = 4.50 eV

```
9
Properties=species:S:1:pos:R:3:mulliken_charge:R:1
K -2.62775 4.42444 4.63030 0.999
C 1.18015 -1.01077 -0.41733 0.582
F 0.98372 -2.31932 -0.03788 -0.226
F 1.91251 -0.28103 0.45657 -0.233
F 1.80554 -0.86168 -1.57956 -0.224
S -0.58206 -0.12733 -0.74320 1.047
O -0.67137 0.83776 0.38471 -0.682
O -0.37732 0.51506 -2.03616 -0.625
O -1.62341 -1.17714 -0.65744 -0.638
```



Formula: CF3NNaO4S3Y
Source: OMol25
Level of theory: ωB97M-V/def2-TZVPD

Properties
net charge = 0
Kohn-Sham gap = 8.17 eV

```
14
Properties=species:S:1:pos:R:3:mulliken_charge:R:1
Na 0.89280 1.50087 -1.50884 0.993
N -0.21478 1.01478 0.47043 -1.018
S 0.09283 -0.04928 1.47528 1.161
O -0.33964 -1.44784 0.97813 -0.727
C 1.95426 -0.31179 1.50144 0.631
F 2.55992 0.75477 2.02356 -0.218
F 2.38886 -0.45423 0.23826 -0.252
F 2.31784 -1.38668 2.19252 -0.217
Y -1.27831 -0.67673 -0.82042 1.503
S -1.61489 0.23212 -3.58598 0.020
O -0.35348 -0.08966 -2.55704 -0.719
S -3.04339 1.02090 -2.15919 0.053
O -3.05604 -0.27234 -1.14766 -0.560
O -0.30598 0.16512 2.89950 -0.651
```



Formula: CF3NO3
Source: OMol25
Level of theory: ωB97M-V/def2-TZVPD

Properties
net charge = 0
Kohn-Sham gap (spin up / spin down) = 7.71 / 7.71 eV

```
8
Properties=species:S:1:pos:R:3:mulliken_charge:R:1
C 1.55079 0.02620 0.01484 0.842
N -1.51751 -0.01003 -0.01001 1.171
O -2.64157 0.40471 -0.09972 -0.599
O -1.13945 -1.14464 -0.10482 -0.617
O -0.65108 0.92384 0.21888 -0.574
F 2.21036 1.11540 0.16084 -0.090
F 1.49023 -0.45957 -1.16256 -0.066
F 1.55776 -0.78567 0.99932 -0.067
```



Formula: CF3O11S3Sn
Source: OMol25
Level of theory: ωB97M-V/def2-TZVPD

Properties
net charge = -3
Kohn-Sham gap = 1.87 eV

```
19
Properties=species:S:1:pos:R:3:mulliken_charge:R:1
Sn 20.24607 -31.07411 34.17936 0.715
S 20.33827 -34.40679 30.13872 1.242
O 21.62342 -33.88151 30.66518 -0.706
O 20.34062 -34.60311 28.68397 -0.611
O 20.06951 -35.85073 30.31675 -0.605
O 19.20203 -33.70635 30.71702 -0.646
S 15.70744 -29.02455 35.41207 1.247
O 14.58001 -29.88064 35.84113 -0.651
O 15.38270 -27.60817 35.60365 -0.699
O 16.78063 -29.37045 36.33464 -0.595
O 16.05411 -29.39104 34.00930 -0.690
C 22.98441 -29.17372 41.22033 0.573
F 22.76286 -27.90986 41.03482 -0.204
F 24.28891 -29.44854 41.03812 -0.248
F 22.73912 -29.71925 42.39094 -0.213
S 21.95317 -30.22481 39.86870 1.071
O 22.54973 -31.56708 39.93676 -0.678
O 20.54112 -30.21538 40.30743 -0.647
O 22.14071 -29.68860 38.51525 -0.654
```



The records above give, respectively, E_tot values of -43057.8872; -52850.9050; -36910.8962; -47748.2203; -42137.0546; -66055.3251; -64005.8084; -37858.4433; -25881.1192; -47554.2046; -17654.1223; -32585.9500; -21908.2001; -31053.1508; -30168.6832; -30168.3719; -42490.3704; -56836.3214; -16815.1912; -70040.4413 eV.